The following is a DFT calculation (ωB97M-V/def2-TZVPD) of C12H27B3CuO6 as an isolated structure at a distorted geometry.

Structure (XYZ):
```
49
Properties=species:S:1:pos:R:3
C 3.52122 -3.57743 0.78942
C 4.12858 -2.04937 0.54049
C 2.97383 -1.26047 -0.35901
C 3.39553 0.28617 -0.71674
C 2.23730 1.07394 -1.63098
C 1.11236 1.59497 -0.50827
C 1.62905 3.07247 -0.01562
C 0.63462 3.83898 1.03989
B -0.33155 2.84988 1.93069
O 0.25837 2.31673 3.20611
B -0.68900 1.35784 3.84199
O -1.21002 0.25925 2.98517
B -1.87286 0.95291 1.82506
C -2.82682 -0.05297 0.88103
O -2.51814 -1.49313 1.16023
C -3.45860 -2.36327 0.38578
O -3.05123 -2.50393 -1.02454
C -3.87663 -1.68004 -1.92520
C -2.82862 -0.92658 -2.98891
O -2.97769 0.54408 -2.84050
O -1.70398 2.40995 1.55936
H 3.09642 -3.97199 -0.24798
H 2.57987 -3.49859 1.50178
H 4.35861 -4.27168 1.23023
H 5.18036 -2.07136 0.01236
H 4.18918 -1.51363 1.59282
H 2.00504 -1.24255 0.33773
H 2.75840 -1.93777 -1.29314
H 3.42456 0.88085 0.31383
H 4.47996 0.39228 -1.18308
H 1.77757 0.26667 -2.35215
H 2.78482 1.95637 -2.17082
H 1.15052 0.76385 0.34803
H 0.06149 1.63792 -1.04487
H 1.66802 3.75263 -0.99576
H 2.75368 2.98512 0.34940
H -0.02200 4.68866 0.52517
H 1.33850 4.40901 1.81632
H -1.02610 1.44823 4.98893
H -3.94774 0.16654 1.13920
H -2.59169 0.14291 -0.24926
H -4.54150 -1.93940 0.54369
H -3.44372 -3.46678 0.84110
H -4.69241 -2.27320 -2.52463
H -4.40147 -0.81025 -1.31872
H -3.09545 -1.25601 -4.09899
H -1.71301 -1.29740 -2.81738
H -2.08522 1.00605 -2.90112
Cu -4.59241 0.40351 -0.47812
```

Its net charge is +2. The electronic energy comes out at -2639.137240 Eh. The highest occupied orbital energy (spin up / spin down) comes out at -16.381 / -16.381 eV. Its expectation value of S² is 0.756. The spin multiplicity is 2.

The following is a DFT calculation (ωB97M-V/def2-TZVPD) of C19H25F4MoN3Si as an isolated structure.

Structure (XYZ):
```
53
Properties=species:S:1:pos:R:3
Mo 0.13243 -0.21102 -0.03641
C 1.15827 -1.01995 -2.88123
N -0.11789 -0.75257 -2.16831
C -0.91933 0.20454 -2.96753
C -0.83351 -2.05654 -2.01618
C -2.08731 -1.85252 -1.19517
N -1.69122 -0.94484 -0.11148
C -2.69356 -0.10804 0.43050
C -2.38587 1.23403 0.58884
F -1.11295 1.60865 0.13766
C -3.25422 2.16603 1.10745
F -2.87485 3.42994 1.21421
C -4.51420 1.74812 1.49383
C -4.85309 0.41497 1.34243
F -6.04779 -0.00601 1.70752
C -3.96087 -0.51652 0.81955
F -4.30579 -1.79296 0.70462
H 0.94762 -1.48973 -3.84370
H 1.77949 -1.69342 -2.29018
H 1.68702 -0.08698 -3.04875
H -1.16121 -0.23046 -3.93987
H -0.33503 1.10904 -3.11807
H -1.83933 0.45807 -2.44542
H -0.14390 -2.73718 -1.50223
H -1.05016 -2.49457 -2.99302
H -2.44363 -2.80363 -0.79831
H -2.89737 -1.41249 -1.77982
H -5.22687 2.45005 1.90587
C 3.16780 1.99666 1.89575
Si 2.36199 0.42042 1.39479
C 0.71831 0.24803 2.37327
C 3.35687 -1.13570 1.49051
N 1.72521 0.65970 -0.37273
C 2.47055 1.49340 -1.23955
C 3.82039 1.23735 -1.47487
C 4.51579 2.04435 -2.36036
C 3.87599 3.10863 -2.98401
C 2.53602 3.37126 -2.72785
C 1.82264 2.56172 -1.85872
H 3.34921 1.97703 2.97318
H 2.54267 2.86124 1.66754
H 4.12759 2.12028 1.39263
H 0.98175 -0.42678 3.19258
H -0.25345 -0.18622 2.04907
H 0.46692 1.22515 2.78759
H 3.69289 -1.30064 2.51759
H 4.24885 -1.08731 0.86398
H 2.78584 -2.01944 1.19349
H 4.31573 0.40134 -0.99708
H 5.55937 1.84444 -2.56117
H 4.42714 3.74124 -3.66627
H 2.04784 4.21180 -3.20211
H 0.78428 2.77109 -1.63182
```

Its net charge is +2. The electronic energy comes out at -1659.817525 Eh. The highest occupied orbital energy (spin up / spin down) comes out at -15.162 / -15.162 eV. As for the energy above the lowest of the compared OMol25 structures with the same formula, charge and spin: 0.0 kcal/mol.

The following is a DFT calculation (ωB97M-V/def2-TZVPD) of C35H44AlN4O5S4SbSi as an isolated structure at a distorted geometry.

Structure (XYZ):
```
95
Properties=species:S:1:pos:R:3
Al -0.09972 -2.14360 -1.15205
S -1.18066 -4.10654 2.50537
Sb -1.44660 -4.71278 0.32936
S -2.27774 -2.67088 -1.08766
S 0.76391 -4.15830 -0.77451
C 4.53074 0.23874 -3.18784
O 3.54249 0.08336 -2.19781
C 3.72758 -1.04952 -1.40863
C 4.26058 -0.84368 -0.14367
C 4.56510 -1.89263 0.70343
C 4.36290 -3.19060 0.25893
C 3.81411 -3.41027 -0.97902
C 3.44164 -2.36052 -1.83938
N 2.90719 -2.74809 -3.03872
C 2.47506 -2.06031 -4.13887
C 1.83881 -0.81596 -4.21391
C 1.99868 -0.06240 -5.40175
C 1.50000 1.20778 -5.53643
C 0.81067 1.78625 -4.47918
C 0.58445 1.05473 -3.32545
C 1.02775 -0.25099 -3.18552
O 0.63162 -0.98276 -2.13928
H 4.25543 1.13126 -3.74859
H 4.56259 -0.62189 -3.86666
H 5.52341 0.37672 -2.73530
H 4.44907 0.17639 0.16186
H 4.97056 -1.70157 1.68472
H 4.63520 -4.03188 0.87850
H 3.63936 -4.42449 -1.30486
H 2.86202 -3.75537 -3.12710
H 2.72116 -2.55060 -5.07519
H 2.56684 -0.50839 -6.20857
H 1.66970 1.76241 -6.45053
H 0.43042 2.79381 -4.55175
H 0.01163 1.50437 -2.53302
O -1.24688 1.63318 -0.74044
N -2.10380 0.92833 -1.20874
O -2.45724 0.94146 -2.35428
O -2.67848 0.10502 -0.39557
C 3.99395 0.07616 4.03835
C 3.06892 -0.87843 4.78593
C 1.64525 -0.34039 4.94921
C 0.77475 -0.45134 3.70497
N 1.27956 0.36224 2.62011
C 0.98151 0.11133 1.33982
S -0.06852 -1.17841 1.02857
N 1.48681 0.82846 0.33912
C 2.20948 2.07681 0.38685
C 1.27258 3.28936 0.31617
C 0.42025 3.50692 1.56644
C 1.21487 4.03041 2.75738
H 5.02123 -0.27912 4.08964
H 3.95853 1.06993 4.48571
H 3.71170 0.14447 2.99200
H 3.48302 -1.05327 5.78202
H 3.04326 -1.83892 4.26986
H 1.68404 0.70382 5.27420
H 1.14389 -0.90937 5.73264
H -0.25067 -0.14707 3.94954
H 0.72165 -1.48501 3.35627
H 1.68493 1.24837 2.87776
H 1.15308 0.55681 -0.57728
H 2.86264 2.08553 -0.49012
H 2.83769 2.11926 1.28096
H 0.59714 3.12931 -0.52311
H 1.87225 4.18118 0.11724
H -0.09003 2.57764 1.82016
H -0.35669 4.23327 1.32336
H 2.01002 3.34601 3.04732
H 0.56142 4.17619 3.61467
H 1.67435 4.98639 2.51417
C -6.64267 3.22614 -1.59585
C -6.63488 2.23302 -2.56082
C -5.88754 1.08603 -2.36768
C -5.13316 0.89176 -1.21812
C -5.13647 1.91182 -0.27127
C -5.88342 3.06549 -0.44863
Si -4.09204 -0.70867 -0.97316
C -4.68504 -1.47908 0.64179
C -5.67384 -2.45459 0.65091
C -6.08819 -3.04113 1.83374
C -5.52000 -2.64917 3.03515
C -4.53723 -1.67523 3.04544
C -4.12412 -1.10116 1.85883
H -7.22501 4.12659 -1.74196
H -7.20616 2.35473 -3.47121
H -5.87138 0.33295 -3.14061
H -4.53022 1.81077 0.62073
H -5.86472 3.84368 0.30726
H -4.24089 -1.29863 -2.30007
H -6.11367 -2.76480 -0.28641
H -6.85401 -3.80739 1.81830
H -5.83170 -3.11586 3.95939
H -4.08160 -1.36888 3.97683
H -3.33446 -0.36672 1.86553
```

Its net charge is -1. The electronic energy comes out at -4320.436277 Eh. The highest occupied orbital energy (spin up / spin down) comes out at -3.698 / -4.136 eV. Its expectation value of S² is 0.783. The spin multiplicity is 2.